Record 1
Here is C32H26BrIN5O6OsS as an isolated structure from the Open Molecules 2025 dataset. Energies are from ωB97M-V with the def2-TZVPD basis set.

Results
Energy   -5320.485850 a.u.
Largest force on an atom   0.480 eV/Å

Structure (ORCA input):
```
! RIJCOSX wB97M-V def2-TZVPD def2/J DEFGRID3
* xyz 1 5
Os -0.12079 0.54238 -0.15947
C 3.99889 1.59178 1.32186
C 3.82418 0.24019 0.74159
N 4.80448 -0.59794 0.78732
C 4.62211 -1.89873 0.47802
C 3.37036 -2.50530 0.34555
C 3.30418 -4.01315 0.24828
O 2.52699 -4.48640 -0.83877
C 2.25729 -1.68418 0.31828
C 0.95684 -2.23114 0.19517
N -0.15795 -1.56505 0.06891
C -1.35919 -2.34061 0.13718
C -1.46130 -3.50234 0.91119
C -2.64752 -4.21734 0.94891
C -3.76670 -3.79090 0.24453
C -3.70176 -2.61653 -0.50330
C -2.50586 -1.95798 -0.50278
I -1.81666 0.87850 1.72056
C 2.42316 -0.19234 0.29482
O 1.45520 0.48013 0.99153
H 5.03599 1.71454 1.61861
H 3.34503 1.69921 2.19029
H 3.70827 2.36163 0.61172
H 5.52336 -2.49432 0.39116
H 2.84050 -4.41463 1.15176
H 4.32149 -4.40832 0.21177
H 3.02786 -4.38817 -1.65516
H 0.88958 -3.31254 0.18604
H -0.63223 -3.82638 1.52848
H -2.70161 -5.10967 1.55697
H -4.68856 -4.35544 0.28215
H -4.56487 -2.25405 -1.04770
C -0.75623 8.36249 2.03930
C -0.31960 7.17377 1.23081
C -0.23346 5.90691 1.80558
C 0.16593 4.81159 1.06076
C 0.47912 4.99005 -0.28031
C 0.40214 6.24001 -0.88090
C 0.00531 7.32315 -0.11624
S 1.01749 3.62327 -1.23482
O 0.91507 3.96602 -2.62203
O 2.24934 3.10735 -0.71921
N -0.11548 2.46184 -0.88503
C -1.23929 2.33427 -1.69514
C -1.91038 3.25913 -2.48459
C -3.07789 2.83641 -3.08543
C -3.53460 1.53177 -2.90412
C -2.79747 0.67000 -2.12931
N -1.66279 1.07089 -1.54100
H -0.94970 8.09096 3.07511
H -1.66690 8.79656 1.62430
H 0.00922 9.13919 2.02636
H -0.48218 5.77848 2.85145
H 0.23397 3.83049 1.51492
H 0.65269 6.35297 -1.92682
H -0.05364 8.30392 -0.57196
H -1.53284 4.26230 -2.60216
H -3.64265 3.52597 -3.69854
H -4.44665 1.18747 -3.36844
H -3.09021 -0.35486 -1.96088
Br -0.72390 0.01269 -5.90839
C 0.80351 0.79165 -5.12463
C 1.55211 1.71759 -5.83918
N 2.66902 2.25596 -5.36659
C 3.07219 1.89365 -4.15752
C 2.37237 0.99019 -3.36279
C 1.20561 0.42197 -3.85738
C 2.93897 0.68490 -2.03012
O 4.07544 0.85279 -1.71415
O 2.02929 0.13292 -1.14791
H 1.24677 2.01590 -6.83510
H 3.98638 2.33886 -3.78512
H 0.65243 -0.32321 -3.30170
*
```

=====

Record 2
Here is C32H26Cl2N8O2PbSTe as an isolated structure from the Open Molecules 2025 dataset. Energies are from ωB97M-V with the def2-TZVPD basis set.

Results
Energy   -3603.098294 a.u.
Largest force on an atom   0.594 eV/Å

Structure (ORCA input):
```
! RIJCOSX wB97M-V def2-TZVPD def2/J DEFGRID3
* xyz 0 1
Pb 0.78300 0.51172 -2.09567
Cl -1.22719 -3.65661 3.33908
C -1.20402 -2.95375 1.75662
C -0.00587 -2.46806 1.26029
C 0.06148 -1.84766 0.01917
N 1.24370 -1.23550 -0.44323
C 2.43312 -1.83875 -0.20137
O 2.63330 -2.86827 0.43247
C 3.64153 -1.13253 -0.78466
C 4.90860 -1.60799 -0.47191
C 6.00636 -0.95875 -1.00941
C 5.80806 0.13700 -1.83514
C 4.50797 0.53738 -2.09248
N 3.44906 -0.08452 -1.57945
C -1.11113 -1.70214 -0.75789
C -2.30320 -2.22415 -0.25020
C -2.34810 -2.83977 0.99247
Cl -3.87634 -3.43182 1.56046
N -0.97810 -1.03929 -1.99747
C -2.03496 -0.85141 -2.80507
O -3.22598 -1.09010 -2.59266
C -1.71160 -0.26411 -4.17162
C -2.69948 -0.27262 -5.14855
C -2.40306 0.25008 -6.39404
C -1.14360 0.78328 -6.62437
C -0.22697 0.76964 -5.58842
N -0.50331 0.24746 -4.39612
H 0.88445 -2.56365 1.85912
H 4.99326 -2.46614 0.17779
H 7.00808 -1.30264 -0.78658
H 6.63845 0.67357 -2.27113
H 4.30290 1.39702 -2.72068
H -3.20944 -2.14947 -0.82369
H -3.66610 -0.68550 -4.90251
H -3.14758 0.24659 -7.17926
H -0.87494 1.20583 -7.58204
H 0.76306 1.19265 -5.71326
N -4.86928 1.28376 -0.97103
C -3.76920 1.99031 -1.36852
C -2.47844 1.54019 -1.02139
N -1.40265 2.16396 -1.44691
C -1.56629 3.28068 -2.17506
C -2.83360 3.74649 -2.44924
N -3.93922 3.10512 -2.06600
H -4.73547 0.29022 -0.85745
H -5.72537 1.54957 -1.43029
H -2.34596 0.64905 -0.42123
H -0.67500 3.79650 -2.50552
H -2.97086 4.66341 -3.00953
C 0.01741 -1.07894 7.02487
C 0.28109 -0.60782 5.62410
C -0.76791 -0.30341 4.76644
C -0.54854 0.12815 3.46575
C -1.73933 0.39327 2.58771
C 0.78311 0.27385 3.02996
Te 1.10479 1.06535 1.13224
C 1.86334 -0.05842 3.86166
C 3.31122 -0.00620 3.45887
C 1.57863 -0.49015 5.15357
H -1.04859 -1.08473 7.24515
H 0.51240 -0.43394 7.75264
H 0.39824 -2.09013 7.17495
H -1.78774 -0.42098 5.11280
H -2.65095 0.07761 3.09282
H -1.66431 -0.15682 1.64825
H -1.83347 1.45370 2.34018
H 3.45372 0.18719 2.39949
H 3.79133 -0.95587 3.69746
H 3.83204 0.77698 4.01315
H 2.40529 -0.75217 5.80538
S 0.82909 3.48441 1.77623
C 1.34573 3.94101 0.22950
N 1.67938 4.18176 -0.84958
*
```

=====

Record 3
Here is C32H26ClN6O4PRu as an isolated structure from the Open Molecules 2025 dataset. Energies are from ωB97M-V with the def2-TZVPD basis set.

Results
Energy   -2760.467021 a.u.
Largest force on an atom   0.175 eV/Å

Structure (ORCA input):
```
! RIJCOSX wB97M-V def2-TZVPD def2/J DEFGRID3
* xyz 1 6
Ru -0.35408 -0.96784 -1.18973
N -4.36825 -1.21881 0.31886
C -3.16389 -0.76047 0.01688
N -2.37095 -1.33444 -0.84356
C -2.77195 -2.52817 -1.49693
N -1.97658 -3.08323 -2.34082
N -0.78439 -2.43255 -2.40934
C 0.10482 -2.67854 -3.39528
C 1.19017 -1.79710 -3.47956
C 2.21437 -1.89926 -4.44584
C 3.18392 -0.93747 -4.50927
C 3.14651 0.15247 -3.61883
C 2.14517 0.20044 -2.68396
N 1.20161 -0.74975 -2.57133
C -4.08980 -3.06949 -1.18368
C -4.57930 -4.24099 -1.75869
C -5.82732 -4.71623 -1.40890
C -6.60395 -4.03131 -0.47695
C -6.13348 -2.86993 0.10511
C -4.87902 -2.39791 -0.25293
H -4.90577 -0.74230 1.02545
H -2.83326 0.15018 0.49799
H -0.05158 -3.50056 -4.08007
H 2.20493 -2.73449 -5.13208
H 3.96833 -1.00670 -5.25056
H 3.87944 0.94399 -3.66157
H 2.07292 1.02495 -1.98640
H -3.96070 -4.76438 -2.47389
H -6.20251 -5.62590 -1.85645
H -7.57947 -4.40916 -0.20380
H -6.72981 -2.33296 0.83242
O -1.65532 -1.93665 2.06734
Cl -0.19722 -1.85497 1.96028
O 0.44816 -2.88148 2.73732
O 0.12505 -2.21685 0.47865
O -1.09010 1.65522 -0.36895
N -0.14444 0.81013 -0.05410
P 0.98984 1.59791 0.93996
C 0.08326 2.45679 2.21090
C 0.37325 3.78149 2.51837
C -0.31507 4.41149 3.54632
C -1.28309 3.72029 4.25727
C -1.57287 2.39532 3.94834
C -0.89341 1.75913 2.92588
C 1.92108 2.76974 -0.04688
C 3.31153 2.81143 0.05047
C 4.02883 3.69983 -0.73734
C 3.36254 4.54050 -1.61700
C 1.97585 4.50427 -1.70928
C 1.24939 3.62468 -0.92474
C 2.10104 0.40611 1.65274
C 2.28190 0.36101 3.03520
C 3.12618 -0.59148 3.58359
C 3.78041 -1.49605 2.76164
C 3.60832 -1.44756 1.38457
C 2.77493 -0.49528 0.82590
H 1.12768 4.32140 1.96047
H -0.09363 5.44199 3.78786
H -1.81695 4.21428 5.05815
H -2.32582 1.85736 4.50848
H -1.11969 0.72499 2.69120
H 3.83430 2.15211 0.73108
H 5.10724 3.73295 -0.66145
H 3.92440 5.23117 -2.23177
H 1.45893 5.16416 -2.39269
H 0.16964 3.59030 -0.99408
H 1.75980 1.05559 3.67990
H 3.25948 -0.63490 4.65566
H 4.42287 -2.24975 3.19639
H 4.11319 -2.15900 0.74565
H 2.64238 -0.46982 -0.24757
*
```